1.
{
  "formula": "C12H31F2N4O12",
  "method": "the ωB97M-V functional and the def2-TZVPD basis",
  "symbols": ["N", "H", "H", "H", "H", "N", "H", "H", "H", "H", "N", "H", "H", "H", "H", "N", "H", "H", "H", "H", "C", "C", "O", "O", "H", "H", "H", "C", "C", "O", "O", "H", "H", "H", "C", "C", "O", "O", "H", "H", "H", "C", "C", "O", "C", "O", "O", "F", "H", "H", "H", "C", "C", "O", "C", "O", "O", "F", "H", "H", "H"],
  "positions_angstrom": [[1.66019, -0.81129, -3.63134], [1.09540, -0.32864, -4.32059], [1.09699, -1.61072, -3.28197], [1.87510, -0.21234, -2.79893], [2.50790, -1.19857, -4.04030], [-0.26805, 3.67110, -2.06304], [0.06497, 4.40094, -2.69805], [-0.87810, 4.13194, -1.36235], [0.61868, 3.23789, -1.65315], [-0.81279, 3.03401, -2.63213], [-3.20998, 1.23859, -2.26971], [-4.19479, 1.10325, -2.49582], [-2.91486, 0.36162, -1.77885], [-3.00723, 2.05414, -1.66043], [-2.71539, 1.34665, -3.14568], [0.19751, 0.20186, -0.19914], [-0.29502, -0.49104, -0.80074], [1.01115, 0.48793, -0.74210], [0.22251, -0.32402, 0.66991], [-0.45924, 0.99141, -0.19663], [-2.45155, -3.16968, -2.13933], [-1.56275, -1.99435, -1.78916], [-2.13806, -1.03142, -1.21512], [-0.32609, -2.01660, -2.04512], [-2.43739, -3.83534, -1.27346], [-2.15409, -3.82366, -2.96152], [-3.44931, -2.82070, -2.39513], [-1.56325, 4.49352, 0.66430], [-1.93869, 3.46415, -0.42874], [-1.61709, 2.28910, -0.12073], [-2.24567, 3.87339, -1.58033], [-2.19982, 5.37771, 0.61483], [-0.54587, 4.79257, 0.40484], [-1.56720, 4.09363, 1.67323], [4.23772, 2.18969, -0.67414], [2.84901, 1.96051, -1.18488], [2.51622, 0.80214, -1.58665], [1.98547, 2.87445, -0.96294], [4.74543, 1.33863, -0.21342], [4.29360, 3.02675, 0.01337], [4.91906, 2.26843, -1.53006], [0.85420, -4.43160, 1.55351], [2.08347, -4.39961, 2.46576], [2.46688, -3.04622, 2.38345], [1.92933, -2.49312, 1.25777], [2.24466, -1.40745, 0.88270], [0.96287, -3.25158, 0.74807], [3.10000, -5.11009, 1.88048], [-0.10523, -4.34738, 2.06721], [0.80382, -5.31142, 0.91528], [1.92542, -4.76394, 3.47745], [0.03809, -0.09755, 4.40286], [-1.12212, -0.84751, 5.09520], [-1.57803, -1.68689, 4.08930], [-1.10525, -1.31338, 2.89672], [-1.22433, -1.83456, 1.84237], [-0.37447, -0.16349, 3.05591], [-2.07588, 0.13092, 5.31912], [0.97440, -0.62399, 4.61870], [0.16771, 0.88946, 4.83491], [-0.91018, -1.32823, 6.04444]],
  "forces_ev_per_a": [[-0.3, -1.1, 0.3], [0.2, 0.1, -0.1], [-0.3, 0.2, 0.3], [0.4, 0.5, 0.1], [0.1, 0.4, -0.1], [5.8, 0.5, -2.0], [0.1, -0.1, 0.1], [1.8, 0.4, -1.9], [0.1, -0.2, -0.1], [0.1, 0.1, 0.6], [-0.7, -0.4, 0.2], [-0.1, 0.5, 0.1], [0.7, -0.4, 0.1], [-0.1, -0.1, -0.3], [0.2, 0.0, 0.0], [-2.1, -0.6, -1.2], [0.2, 0.2, 0.0], [1.3, -0.2, 0.7], [0.9, 0.6, 0.3], [0.0, 0.0, 0.7], [0.1, -0.6, -0.3], [0.1, -0.3, -0.7], [-0.2, 0.5, -0.2], [-0.2, 0.1, -0.2], [-0.5, 0.2, 0.1], [0.6, 0.4, -0.1], [-0.1, -0.1, 0.5], [-0.8, 0.3, -0.8], [-0.6, -0.5, 3.6], [-1.0, 0.1, -1.0], [-5.7, -0.1, 1.6], [0.1, 0.0, -0.1], [0.2, 0.2, 0.3], [0.0, -0.3, -0.2], [1.2, -0.4, -0.6], [-1.7, 0.0, 1.9], [0.2, 0.0, -1.0], [1.0, -0.6, -0.7], [-0.9, -0.3, 0.3], [0.0, 0.2, -0.3], [-0.2, 0.8, -0.1], [-0.8, -0.2, 0.0], [-0.2, 0.4, -1.3], [-0.2, -0.5, 0.5], [0.0, 0.9, 0.4], [0.0, -0.2, -0.2], [0.7, -0.5, 0.0], [-0.1, -0.3, 0.2], [0.2, -0.1, 0.3], [0.3, 0.0, 0.0], [0.2, 0.3, 0.1], [0.0, -1.0, 1.7], [0.5, 2.3, -0.4], [-0.6, -1.4, 0.4], [1.0, 1.6, -0.1], [-0.5, -0.5, 0.0], [0.5, -0.2, -0.3], [-0.3, -0.6, 0.2], [0.1, -0.1, -0.6], [-0.4, 0.3, -0.6], [-0.1, -0.4, -0.2]],
  "lowdin_charge": [0.29, 0.14, 0.10, 0.07, 0.15, 0.21, 0.15, 0.01, 0.07, 0.12, 0.29, 0.15, 0.08, 0.09, 0.13, 0.29, 0.07, 0.06, 0.09, 0.07, 0.00, -0.68, -0.09, -0.08, 0.09, 0.08, 0.07, 0.03, -0.72, -0.03, -0.09, 0.09, 0.09, 0.09, 0.00, -0.63, -0.11, -0.06, 0.09, 0.08, 0.09, -0.04, -0.27, 0.13, -0.56, 0.16, 0.07, 0.06, 0.13, 0.14, 0.17, -0.06, -0.26, 0.16, -0.52, 0.19, 0.06, 0.05, 0.14, 0.14, 0.17],
  "lumo_energy_ev": -2.89,
  "homo_energy_ev": -12.0,
  "total_charge": 1,
  "e_above_lowest_kj_mol": 93.4
}

2.
{
  "formula": "C12H31N2O7P2SSiTi",
  "method": "the ωB97M-V functional and the def2-TZVPD basis",
  "symbols": ["Ti", "O", "P", "O", "O", "O", "P", "O", "O", "O", "H", "H", "C", "N", "C", "S", "N", "C", "H", "H", "H", "H", "H", "H", "H", "H", "C", "Si", "C", "C", "C", "C", "C", "C", "C", "C", "H", "H", "H", "H", "H", "H", "H", "H", "H", "H", "H", "H", "H", "H", "H", "H", "H", "H", "H", "H", "H"],
  "positions_angstrom": [[0.91719, 0.44114, -0.02399], [3.86338, -0.79545, -2.47452], [2.94474, -1.18048, -1.27231], [2.99652, -2.64811, -0.92545], [1.54727, -0.54128, -1.56884], [3.33628, -0.07307, -0.11548], [3.33504, -0.17725, 1.48742], [3.44843, 1.43319, 1.79207], [4.23630, -0.98836, 2.24855], [1.75390, -0.47696, 1.42693], [4.41814, -1.55729, -2.66037], [4.03172, 1.51007, 2.58456], [3.87647, 2.79855, -1.78256], [2.58055, 2.94740, -2.46740], [1.37450, 2.99244, -1.84553], [1.22538, 2.69865, -0.12711], [0.30730, 3.28138, -2.61997], [-1.04430, 3.68421, -2.17164], [4.61060, 3.56870, -2.08751], [4.25770, 1.77492, -2.14227], [3.73221, 2.83730, -0.70826], [2.63908, 3.02326, -3.48580], [0.45775, 3.45469, -3.58287], [-1.49792, 3.08761, -1.41655], [-1.61820, 3.66057, -3.10265], [-0.98221, 4.72449, -1.81914], [-2.63114, 0.28432, -0.53521], [-1.32031, -0.75755, 0.37458], [-1.64336, -0.07168, 2.13676], [-1.49540, 1.47282, 2.25432], [-0.73739, -0.77008, 3.18326], [-3.18400, -0.33472, 2.49945], [-1.56725, -2.62139, -0.06896], [-0.73497, -3.53315, 0.85546], [-3.04892, -3.16693, -0.12719], [-0.98922, -2.85878, -1.54800], [-3.65598, -0.00812, -0.22379], [-2.51364, 0.17071, -1.66614], [-2.54763, 1.35559, -0.35402], [-2.35131, 1.94737, 1.81628], [-0.51313, 1.81104, 1.79539], [-1.41732, 1.73612, 3.31242], [0.27771, -0.78591, 2.80188], [-1.10823, -1.80968, 3.38705], [-0.70641, -0.26557, 4.11292], [-3.71980, 0.12019, 1.71377], [-3.37363, 0.11509, 3.49829], [-3.41471, -1.39873, 2.51149], [0.25481, -3.09862, 1.08346], [-0.59369, -4.52539, 0.42789], [-1.26539, -3.65466, 1.78814], [-3.67379, -2.77454, 0.73322], [-2.99703, -4.23811, 0.02876], [-3.57354, -3.01259, -1.09880], [0.11029, -3.08099, -1.48396], [-1.07424, -2.03288, -2.27927], [-1.53918, -3.69351, -2.06875]],
  "forces_ev_per_a": [[1.1, -3.6, 0.0], [0.1, 0.6, -0.2], [-0.6, -3.2, 1.2], [0.0, 3.3, -0.4], [-0.9, 0.8, 0.7], [2.4, -0.2, -1.3], [-2.4, 1.8, -0.6], [0.6, -1.6, 0.7], [0.6, -0.7, 0.3], [-0.3, 1.2, 0.5], [0.4, -0.3, -0.3], [-0.5, 0.2, -0.7], [0.6, -1.7, -1.2], [-0.8, 0.4, 1.0], [0.7, 0.2, -2.1], [-0.4, 1.9, -0.4], [0.1, -0.7, 2.2], [0.8, 1.1, -1.1], [-0.7, -0.3, 0.0], [-0.2, 1.5, 1.0], [0.1, -0.2, 0.0], [-0.3, 0.1, 0.6], [0.4, 0.2, -0.8], [0.0, -0.8, 0.4], [-0.3, 0.0, 0.5], [-0.2, -0.3, 0.0], [0.2, -0.3, -2.0], [-1.8, 0.5, 0.0], [-0.8, -0.6, 1.6], [1.7, -1.1, -0.3], [-0.6, -1.1, -1.2], [2.3, -0.2, 0.6], [0.4, -0.7, -1.9], [0.1, 0.7, 0.2], [-0.3, 1.2, 1.0], [0.4, -0.1, -0.1], [0.6, 0.0, -0.5], [-0.5, 0.0, 1.3], [0.1, 0.0, 0.2], [-0.1, 0.6, -0.4], [-1.0, 0.1, 0.3], [-0.1, 0.0, -0.1], [0.0, -0.4, 0.4], [0.5, 0.8, -0.3], [-0.2, 0.7, 1.1], [-1.2, 0.6, -0.4], [-0.1, -0.3, -0.7], [0.0, 0.0, 0.2], [-0.3, -0.3, -0.1], [0.0, 0.0, -0.2], [-0.1, -0.1, 0.5], [0.5, -0.3, -1.1], [0.1, -0.3, -0.1], [0.5, 0.3, 0.8], [-1.0, 0.0, -0.1], [-0.2, 0.1, 0.6], [0.7, 0.5, 0.8]],
  "lowdin_charge": [0.79, -0.07, 0.31, -0.23, -0.36, -0.33, 0.34, -0.15, -0.17, -0.40, 0.11, 0.11, -0.05, -0.01, -0.64, 0.77, -0.01, -0.03, 0.10, 0.11, 0.04, 0.16, 0.13, 0.05, 0.10, 0.11, -0.20, 0.73, -0.62, -0.09, -0.09, -0.06, -0.59, -0.10, -0.08, -0.10, 0.05, 0.06, 0.00, 0.07, 0.03, 0.09, 0.03, 0.10, 0.07, 0.03, 0.11, 0.07, 0.08, 0.09, 0.07, 0.08, 0.08, 0.09, 0.07, 0.06, 0.10],
  "lumo_energy_ev": [-4.28, -4.28],
  "homo_energy_ev": [-11.8, -11.8],
  "total_charge": 1
}

3.
{
  "formula": "C12H32AlNO5P",
  "method": "the ωB97M-V functional and the def2-TZVPD basis",
  "symbols": ["C", "C", "C", "C", "Al", "C", "O", "N", "O", "P", "C", "O", "H", "H", "H", "H", "H", "H", "H", "H", "H", "H", "H", "H", "H", "H", "H", "H", "C", "C", "C", "O", "H", "H", "H", "H", "H", "H", "H", "H", "C", "C", "C", "O", "H", "H", "H", "H", "H", "H", "H", "H"],
  "positions_angstrom": [[1.29919, -4.83889, 0.44651], [0.58970, -3.43683, -0.12660], [1.80117, -2.41135, -0.53553], [1.96432, -2.12841, -2.14163], [1.55494, -0.69982, 0.60731], [-0.36565, 0.05349, 0.55566], [-0.99027, 0.03318, -0.78257], [-0.24325, 0.68191, -1.69312], [-0.75338, 0.35689, -2.78090], [1.99591, -1.38618, 2.83052], [3.17624, -0.07019, 3.55257], [0.47424, -1.46398, 3.74144], [2.10094, -4.62573, 1.28531], [0.41407, -5.51468, 0.81400], [1.88603, -5.27895, -0.47639], [0.05454, -2.96842, 0.83161], [-0.16000, -3.69361, -0.98936], [2.82838, -2.88873, -0.15808], [1.23076, -1.33329, -2.58724], [3.07982, -1.81875, -2.35914], [1.81011, -3.17048, -2.69871], [2.57864, 0.42506, 0.13205], [-1.10275, -0.56319, 1.26391], [-0.44767, 1.17770, 0.94229], [4.22107, -0.21818, 2.99897], [2.76422, 0.99394, 3.29220], [3.31319, -0.28008, 4.69793], [-0.14752, -1.91572, 3.06726], [0.72022, 4.57081, 1.30383], [1.62777, 3.54801, 1.96869], [2.98382, 4.14690, 2.30630], [1.80675, 2.43659, 1.09449], [1.15430, 4.92676, 0.36277], [-0.24765, 4.12240, 1.05538], [0.55011, 5.43166, 1.95777], [1.15311, 3.17338, 2.88209], [3.49809, 4.48785, 1.40073], [3.63062, 3.39616, 2.77287], [2.88154, 4.99506, 2.99026], [2.22772, 2.75976, 0.28065], [-3.86875, -0.11504, -3.81851], [-5.15032, -0.41173, -3.05605], [-5.43713, 0.65965, -2.01615], [-5.03361, -1.67716, -2.41063], [-3.00723, -0.08934, -3.14186], [-3.66852, -0.90072, -4.55485], [-3.93269, 0.84532, -4.33934], [-5.98909, -0.47777, -3.75753], [-4.63117, 0.71281, -1.27564], [-6.35560, 0.42660, -1.46681], [-5.54806, 1.64323, -2.48296], [-4.29124, -1.62791, -1.78576]],
  "forces_ev_per_a": [[-0.5, 0.7, -1.0], [1.6, -0.4, 1.4], [0.2, -0.4, -0.4], [0.4, -1.2, 0.1], [0.0, 0.0, -0.8], [-1.2, 1.0, 2.2], [0.8, 0.3, 1.0], [-3.1, -2.4, -2.8], [2.2, 1.9, 1.8], [0.6, -1.0, 0.5], [0.0, 0.7, 0.1], [-0.4, -0.3, -1.9], [-1.9, -0.3, -1.6], [2.0, 0.8, -0.6], [-1.3, 0.5, 1.9], [0.5, -1.0, -2.2], [1.3, 0.6, 1.7], [-2.1, 0.8, -0.9], [1.4, -1.6, 0.9], [-2.3, -0.4, 0.4], [0.2, 2.2, 0.8], [0.4, -0.1, -0.2], [1.3, 1.3, -1.8], [0.3, -2.3, -0.7], [-2.4, 0.2, 1.1], [1.1, -1.7, 0.9], [-0.2, 0.7, -2.1], [1.4, 1.2, 1.7], [-0.4, 0.1, 0.1], [0.3, 0.2, -0.7], [0.2, 0.0, 0.3], [-0.2, 0.5, 0.4], [0.1, 0.0, 0.1], [0.1, 0.0, 0.1], [0.0, 0.0, -0.1], [0.1, -0.2, -0.2], [-0.2, 0.0, 0.0], [-0.2, 0.1, 0.0], [0.1, 0.0, -0.1], [-0.1, -0.4, 0.3], [0.1, -0.1, -0.2], [0.6, 0.2, 0.3], [-0.3, 0.1, 0.1], [-0.1, -0.2, 0.1], [-0.2, 0.1, -0.1], [-0.1, 0.1, 0.1], [0.0, -0.1, 0.0], [0.0, -0.2, 0.2], [0.1, 0.0, -0.2], [0.1, 0.0, -0.1], [0.0, -0.1, 0.1], [-0.2, 0.0, -0.3]],
  "lowdin_charge": [-0.17, -0.28, -0.45, -0.18, 0.16, -0.25, -0.21, -0.03, -0.07, 0.69, -0.42, -0.50, 0.07, 0.06, 0.07, 0.07, 0.11, 0.08, 0.04, 0.07, 0.07, -0.06, 0.07, 0.07, 0.05, 0.01, 0.03, 0.02, -0.07, -0.51, -0.07, -0.15, 0.08, 0.08, 0.07, 0.14, 0.08, 0.07, 0.07, 0.08, -0.06, -0.51, -0.07, -0.06, 0.05, 0.08, 0.08, 0.13, 0.08, 0.08, 0.08, 0.09],
  "lumo_energy_ev": 2.91,
  "homo_energy_ev": -3.5,
  "total_charge": -1
}

Taking the records one at a time from the top gives electronic energy values of -1797.31011; -3331.94436; -1490.99578 hartree.